Computed, not measured: 2 unconnected molecules or ions with the total composition C4H6NO3 in a non-equilibrium geometry, with the ωB97M-V functional and the def2-TZVPD basis.

For the total energy, the calculation gives -11878.3776 eV. The calculation puts the highest occupied orbital energy at -3.1198 eV. As for the charge: -1. Its frontier orbital gap is 6.76 eV. The value obtained for the energy relative to the best compared isomer or geometry (same formula, charge and spin) is 201.8 kJ/mol.

CARTESIAN COORDINATES (ANGSTROEM)
C1 1.19 0.12 -0.34
C2 -0.63 0.28 3.05
C3 1.08 -0.01 -1.98
C4 -1.12 -0.22 -0.13
N1 0.17 -0.16 0.44
O1 2.31 0.44 0.10
O2 -0.95 1.38 2.95
O3 -0.60 -0.84 3.37
H1 0.49 0.92 -2.23
H2 2.03 -0.01 -2.28
H3 0.49 -0.96 -2.06
H4 -1.87 -0.14 0.77
H5 -1.23 -1.25 -0.71
H6 -1.36 0.45 -0.94

Here are the Löwdin charges for atoms 1 to 2, given in e:
1 C -0.639
2 C -0.483

---

Computed, not measured: a molecular structure, C8H23InNNa4O7P in a non-equilibrium geometry, with the ωB97M-V functional and the def2-TZVPD basis.

For the total energy, the calculation gives -56579.1052 eV. The calculation puts the highest occupied orbital energy at -17.3949 eV. As for the charge: +4. Its frontier orbital gap is 2.09 eV.

CARTESIAN COORDINATES (ANGSTROEM)
In1 -1.37 1.52 -21.36
Na1 -4.09 6.58 -22.70
Na2 -4.49 2.21 -16.16
Na3 -1.60 5.84 -17.46
Na4 -7.30 1.84 -21.84
P1 -4.94 4.38 -19.36
O1 -6.02 4.88 -20.32
O2 -5.04 2.82 -19.47
O3 -4.82 4.87 -17.88
O4 -3.59 4.73 -20.00
C1 -11.99 2.35 -19.62
C2 -10.90 1.75 -20.45
C3 -11.38 0.42 -21.06
O5 -10.34 -0.13 -21.81
C4 -10.74 -1.15 -22.72
N1 -10.47 2.93 -21.35
H1 -12.12 1.78 -18.71
H2 -12.82 2.42 -20.32
H3 -11.68 3.35 -19.31
H4 -10.10 1.71 -19.71
H5 -12.29 0.75 -21.56
H6 -11.64 -0.30 -20.27
H7 -11.32 -1.96 -22.27
H8 -9.97 -1.22 -23.49
H9 -11.59 -0.77 -23.28
H10 -11.33 3.45 -21.49
H11 -9.75 3.55 -21.02
C5 -9.57 9.21 -23.99
C6 -9.37 8.39 -22.74
O6 -7.95 8.22 -22.62
H12 -9.54 8.69 -24.95
H13 -8.84 10.02 -24.00
H14 -10.58 9.61 -24.08
H15 -9.82 7.43 -23.01
H16 -9.86 8.60 -21.79
H17 -7.76 7.45 -22.08
C7 -10.91 8.36 -15.19
C8 -9.86 8.25 -16.26
O7 -9.68 6.90 -16.71
H18 -11.88 8.12 -15.65
H19 -11.07 9.35 -14.77
H20 -10.78 7.61 -14.41
H21 -8.91 8.65 -15.90
H22 -10.07 8.82 -17.17
H23 -8.75 6.89 -16.97

Here are the Löwdin charges for atoms 1 to 2, given in e:
1 In 1.043
2 Na 0.899

---

Computed, not measured: 2 unconnected molecules or ions with the total composition C2H7N2O3S in a non-equilibrium geometry, with the ωB97M-V functional and the def2-TZVPD basis.

For the total energy, the calculation gives -22144.7861 eV. The calculation puts the highest occupied orbital energy at -4.3743 eV. As for the charge: -1. Its frontier orbital gap is 8.21 eV. The value obtained for the energy relative to the best compared isomer or geometry (same formula, charge and spin) is 110.7 kJ/mol.

CARTESIAN COORDINATES (ANGSTROEM)
C1 -1.28 2.15 0.25
C2 -0.22 1.16 0.44
N1 0.99 -0.17 1.97
N2 0.14 0.89 1.64
O1 1.34 -1.47 -0.32
O2 0.05 -1.72 -2.69
O3 0.32 -3.61 -0.88
S1 0.13 -2.10 -0.91
H1 -1.58 2.38 1.26
H2 -1.89 1.67 -0.44
H3 -1.00 3.10 -0.17
H4 0.13 0.67 -0.56
H5 1.87 0.07 2.44
H6 1.44 -0.63 1.17
H7 -0.42 -2.38 -3.18

Here are the Löwdin charges for atoms 1 to 2, given in e:
1 C -0.115
2 C -0.268

---

Computed, not measured: a molecular structure, C25H46Cl2GdN2O6P2 in a non-equilibrium geometry, with the ωB97M-V functional and the def2-TZVPD basis.

For the total energy, the calculation gives -106394.1082 eV. The calculation puts the highest occupied orbital energy (alpha / beta) at -4.9776 / -4.6006 eV. As for the charge: -1. Its frontier orbital gap (alpha / beta) is 5.89 / 5.51 eV. The spin multiplicity is 8.

CARTESIAN COORDINATES (ANGSTROEM)
Gd1 -0.32 0.19 0.38
Cl1 -0.47 1.20 -2.02
P1 -2.95 -0.43 -0.37
C1 -3.31 -1.31 -1.96
C2 -3.80 -1.35 1.02
C3 -3.69 1.27 -0.56
C4 -2.17 -2.28 -2.32
H1 -3.31 -0.50 -2.71
C5 -4.68 -2.00 -1.95
H2 -4.71 -2.83 -1.24
H3 -4.87 -2.40 -2.96
H4 -5.50 -1.30 -1.72
H5 -1.26 -1.73 -2.58
H6 -2.47 -2.89 -3.18
H7 -1.92 -2.96 -1.49
H8 -3.18 1.62 -1.48
C6 -3.31 2.24 0.58
C7 -5.20 1.18 -0.82
H9 -5.41 0.74 -1.81
H10 -5.62 2.20 -0.82
H11 -5.71 0.59 -0.05
H12 -2.68 1.80 1.37
H13 -4.22 2.64 1.06
H14 -2.74 3.09 0.17
C8 -3.18 -2.75 1.15
H15 -4.86 -1.42 0.72
C9 -3.69 -0.58 2.34
H16 -3.35 -3.38 0.27
H17 -3.64 -3.25 2.02
H18 -2.10 -2.69 1.34
H19 -2.65 -0.46 2.67
H20 -4.21 -1.16 3.12
H21 -4.17 0.41 2.29
Cl2 0.26 -1.72 2.09
H22 0.27 -1.24 -0.74
P2 2.99 0.57 -0.11
C10 3.27 2.17 -0.99
C11 4.07 0.51 1.40
C12 3.47 -0.78 -1.29
C13 2.18 3.19 -0.63
H23 3.13 1.89 -2.06
C14 4.68 2.73 -0.80
H24 4.82 3.12 0.21
H25 4.81 3.57 -1.49
H26 5.47 2.00 -1.02
H27 1.21 2.87 -1.05
H28 2.43 4.16 -1.07
H29 2.05 3.32 0.45
H30 2.85 -0.54 -2.17
C15 3.05 -2.18 -0.79
C16 4.95 -0.69 -1.66
H31 5.17 0.21 -2.26
H32 5.23 -1.56 -2.27
H33 5.59 -0.69 -0.77
H34 2.39 -2.14 0.09
H35 3.92 -2.81 -0.56
H36 2.47 -2.68 -1.59
C17 3.63 1.62 2.37
H37 5.10 0.70 1.06
C18 3.99 -0.86 2.08
H38 3.85 2.63 2.00
H39 4.15 1.49 3.33
H40 2.55 1.55 2.57
H41 2.95 -1.13 2.29
H42 4.52 -0.82 3.04
H43 4.45 -1.66 1.48
O1 -0.22 3.99 2.31
C19 -0.21 2.81 2.62
O2 -0.13 1.79 1.78
C20 -0.29 2.40 4.07
C21 -1.00 3.20 4.97
C22 -1.16 2.78 6.31
C23 -0.51 1.65 6.80
C24 0.28 0.90 5.91
C25 0.32 1.22 4.54
N1 1.14 -0.15 6.39
O3 1.06 -0.49 7.59
O4 1.96 -0.66 5.58
N2 -2.07 3.50 7.16
O5 -2.66 4.50 6.70
O6 -2.25 3.08 8.33
H44 -1.44 4.13 4.63
H45 -0.59 1.35 7.84
H46 0.83 0.54 3.85

Here are the Löwdin charges for atoms 1 to 2, given in e:
1 Gd 0.577
2 Cl -0.158

---

Computed, not measured: a molecular structure, C19H18AsClMgN2O8S3Sb, with the ωB97M-V functional and the def2-TZVPD basis.

For the total energy, the calculation gives -157201.3132 eV. The calculation puts the highest occupied orbital energy (alpha / beta) at -1.9083 / -2.5318 eV. As for the charge: -2. Its frontier orbital gap (alpha / beta) is 6.01 / 6.04 eV. The value obtained for the energy relative to the best compared isomer or geometry (same formula, charge and spin) is 0.0 kJ/mol. The spin multiplicity is 2.

CARTESIAN COORDINATES (ANGSTROEM)
Mg1 -2.03 -3.11 0.48
S1 1.81 -2.62 4.13
Sb1 -0.38 -2.72 3.51
S2 -1.67 -0.85 3.92
S3 -0.35 -4.85 1.36
N1 -3.05 -1.20 0.84
N2 -4.38 -1.54 1.17
C1 -4.62 -2.89 1.57
O1 -5.69 -3.11 2.12
O2 -3.70 -3.72 1.25
H1 -2.56 -0.78 1.63
H2 -3.04 -0.59 0.03
H3 -4.82 -0.90 1.82
O3 -0.25 -2.32 1.42
O4 0.53 -3.45 0.91
O5 -1.56 -2.91 -3.74
Cl1 -2.43 -2.87 -2.60
O6 -2.78 -1.52 -2.28
O7 -3.60 -3.67 -2.80
O8 -1.64 -3.42 -1.46
C2 0.07 4.63 -2.89
C3 1.13 3.74 -2.91
C4 1.13 2.62 -2.09
C5 0.05 2.38 -1.24
C6 -1.02 3.27 -1.23
C7 -1.01 4.40 -2.05
As1 -0.05 0.83 -0.02
C8 1.08 1.55 1.41
C9 1.45 0.65 2.41
C10 2.18 1.07 3.51
C11 2.55 2.40 3.62
C12 2.19 3.31 2.63
C13 1.46 2.88 1.53
C14 1.25 -0.31 -0.91
C15 2.59 -0.42 -0.56
C16 3.42 -1.31 -1.24
C17 2.91 -2.09 -2.27
C18 1.57 -1.98 -2.63
C19 0.75 -1.09 -1.95
H4 0.07 5.50 -3.53
H5 1.97 3.92 -3.57
H6 1.96 1.93 -2.11
H7 -1.87 3.08 -0.58
H8 -1.85 5.08 -2.03
H9 1.16 -0.39 2.34
H10 2.43 0.34 4.27
H11 3.12 2.74 4.48
H12 2.48 4.35 2.71
H13 1.18 3.60 0.76
H14 2.99 0.16 0.26
H15 4.46 -1.41 -0.95
H16 3.55 -2.80 -2.78
H17 1.15 -2.59 -3.42
H18 -0.29 -1.01 -2.23

Here are the Löwdin charges for atoms 1 to 2, given in e:
1 Mg 0.462
2 S -0.235

---

Computed, not measured: 2 unconnected molecules or ions with the total composition C2H9N2 in a non-equilibrium geometry, with the ωB97M-V functional and the def2-TZVPD basis.

For the total energy, the calculation gives -5192.5847 eV. The calculation puts the highest occupied orbital energy at -13.4171 eV. As for the charge: +1. Its frontier orbital gap is 9.61 eV. The value obtained for the energy relative to the best compared isomer or geometry (same formula, charge and spin) is 132.1 kJ/mol.

CARTESIAN COORDINATES (ANGSTROEM)
N1 -1.21 1.14 0.90
H1 -1.69 1.30 0.02
H2 -1.40 1.82 1.64
H3 -0.17 1.15 0.78
H4 -1.46 0.21 1.22
C1 -0.24 -1.22 -1.11
C2 0.90 -1.09 -0.44
N2 1.38 0.25 -0.06
H5 -0.51 -0.34 -1.70
H6 -0.97 -2.00 -0.97
H7 1.38 -1.93 0.05
H8 2.14 0.18 0.61
H9 1.84 0.54 -0.93

Here are the Löwdin charges for atoms 1 to 2, given in e:
1 N 0.295
2 H 0.148

---

Computed, not measured: a molecular structure, C4H3ClF6HoNO10S2 in a non-equilibrium geometry, with the ωB97M-V functional and the def2-TZVPD basis.

For the total energy, the calculation gives -102452.8024 eV. The calculation puts the highest occupied orbital energy (alpha / beta) at -11.8455 / -11.8296 eV. As for the charge: 0. Its frontier orbital gap (alpha / beta) is 12.17 / 12.15 eV. The spin multiplicity is 5.

CARTESIAN COORDINATES (ANGSTROEM)
Ho1 0.63 0.21 0.86
O1 1.60 1.63 4.39
Cl1 1.24 0.89 3.25
O2 2.30 0.91 2.20
O3 0.91 -0.49 3.50
O4 0.06 1.48 2.56
F1 -1.40 -0.19 -4.27
C1 -1.03 -0.71 -3.11
F2 -0.68 -1.98 -3.25
F3 -2.01 -0.61 -2.24
S1 0.46 0.19 -2.55
O5 0.70 -0.39 -1.21
O6 1.47 0.00 -3.52
N1 -0.11 1.66 -2.45
S2 0.13 2.63 -1.25
O7 0.26 3.99 -1.62
O8 1.08 2.07 -0.26
C2 -1.41 2.51 -0.28
F4 -2.51 2.82 -0.93
F5 -1.52 1.18 0.11
F6 -1.31 3.25 0.82
C3 0.05 -3.66 1.42
C4 0.28 -2.20 1.22
O9 -0.71 -1.38 1.23
O10 1.46 -1.76 1.04
H1 -0.97 -3.86 1.72
H2 0.76 -4.04 2.16
H3 0.26 -4.17 0.47

Here are the Löwdin charges for atoms 1 to 2, given in e:
1 Ho 1.524
2 O -0.209

---

Computed, not measured: C5H11N in the gas phase in a non-equilibrium geometry, with the ωB97M-V functional and the def2-TZVPD basis.

For the total energy, the calculation gives -6851.3105 eV. The calculation puts the highest occupied orbital energy at -8.9192 eV. As for the charge: 0. Its frontier orbital gap is 10.09 eV. The structure (SMILES) is NCC1CCC1. The value obtained for the energy relative to the best compared isomer or geometry (same formula, charge and spin) is 214.0 kJ/mol.

CARTESIAN COORDINATES (ANGSTROEM)
N1 -0.43 0.26 -2.39
C1 -0.93 0.77 -1.13
C2 -0.25 -0.16 -0.16
C3 -0.66 -0.29 1.36
C4 0.87 -0.31 1.64
C5 1.12 0.08 0.20
H1 -0.82 -0.68 -2.56
H2 0.48 0.06 -2.19
H3 -2.04 0.64 -1.09
H4 -0.61 1.75 -1.09
H5 -0.20 -1.23 -0.52
H6 -1.10 0.52 1.84
H7 -1.21 -1.20 1.64
H8 1.23 -1.24 1.94
H9 1.07 0.30 2.55
H10 1.41 1.11 0.08
H11 2.05 -0.39 -0.13

Here are the Löwdin charges for atoms 1 to 2, given in e:
1 N -0.007
2 C -0.224